An isolated molecule of C21H26N2O4S. Source: the Open Molecules 2025 dataset; level of theory: ωB97M-V/def2-TZVPD.

Calculated values
energy relative to the best compared isomer or geometry (same formula, charge and spin)	0.644	eV
HOMO energy	-0.3182	Ha
energy	-1624.48610	hartree
SMILES	Cc1ccc(CN(c2ccc(C(=O)NC[C@H]3CCCO3)cc2)S(C)(=O)=O)cc1
E_LUMO	0.018	Ha

The geometry in ORCA input format:
```
! wB97M-V def2-TZVPD RIJCOSX def2/J DEFGRID3
* xyz 0 1
C -5.50191 4.86182 -0.95357
C -4.96250 3.46451 -0.93500
C -5.82115 2.37535 -1.03578
C -5.33345 1.08323 -1.03028
C -3.96927 0.83835 -0.92963
C -3.46386 -0.58239 -0.91831
N -2.41442 -0.81354 0.05530
C -1.06589 -0.72751 -0.26429
C -0.61858 -0.27414 -1.51051
C 0.72943 -0.20773 -1.79049
C 1.68893 -0.57240 -0.84991
C 3.11972 -0.47380 -1.25653
O 3.45576 -0.42295 -2.42440
N 4.01317 -0.42002 -0.23739
C 5.43647 -0.39892 -0.45471
C 6.18679 -1.57652 0.20157
C 5.85605 -1.74843 1.69813
C 4.86662 -2.92399 1.73332
C 4.78911 -3.39177 0.26800
O 5.89172 -2.81709 -0.39996
C 1.24396 -1.04411 0.38213
C -0.10337 -1.12043 0.67114
S -2.95376 -0.77500 1.65082
C -2.37070 0.82377 2.27099
O -4.38139 -0.76162 1.60789
O -2.32871 -1.80947 2.41828
C -3.10877 1.92388 -0.82720
C -3.60127 3.21812 -0.82943
H -5.83131 5.12140 -1.95972
H -4.74357 5.57787 -0.64710
H -6.36009 4.95064 -0.29026
H -6.88527 2.54501 -1.11350
H -6.01738 0.25092 -1.09649
H -4.28784 -1.24508 -0.64624
H -3.10398 -0.88322 -1.90573
H -1.31688 0.03509 -2.27142
H 1.06911 0.13630 -2.75576
H 3.68476 -0.41600 0.71330
H 5.58187 -0.44580 -1.53682
H 5.86162 0.53796 -0.07402
H 7.25571 -1.40331 0.03582
H 6.76192 -1.99619 2.24924
H 5.44396 -0.83519 2.12490
H 3.88530 -2.63096 2.10367
H 5.23954 -3.72300 2.37152
H 4.87952 -4.47439 0.16206
H 3.84868 -3.07440 -0.20134
H 1.93956 -1.39398 1.13157
H -0.42303 -1.51970 1.61807
H -2.93464 1.59594 1.76427
H -2.56059 0.84207 3.33643
H -1.31044 0.90645 2.07026
H -2.04311 1.76732 -0.74423
H -2.91214 4.04702 -0.74865
*
```

=====

An isolated molecule of C21H26N2O5. Source: the Open Molecules 2025 dataset; level of theory: ωB97M-V/def2-TZVPD.

Calculated values
energy relative to the best compared isomer or geometry (same formula, charge and spin)	1.816	eV
HOMO energy	-0.3105	Ha
energy	-1301.56320	hartree
SMILES	O=C(COc1ccc2c3c(c(=O)oc2c1)CCCC3)NCCN1CCOCC1
E_LUMO	0.004	Ha

The geometry in ORCA input format:
```
! wB97M-V def2-TZVPD RIJCOSX def2/J DEFGRID3
* xyz 0 1
O -4.18144 -2.88959 -0.38291
C -3.76052 -2.07437 0.41014
C -3.21917 -2.48478 1.78806
O -2.23114 -1.60955 2.28775
C -1.05951 -1.49535 1.60732
C -0.74177 -2.19692 0.44042
C 0.46984 -1.99068 -0.17810
C 1.40880 -1.08332 0.32296
C 2.68572 -0.79179 -0.27011
C 3.48968 0.14186 0.30016
C 3.11491 0.85203 1.50896
O 3.78083 1.69129 2.06430
O 1.89875 0.53060 2.05475
C 1.07405 -0.38242 1.49787
C -0.14212 -0.59401 2.13121
C 4.81392 0.42407 -0.32951
C 5.56381 -0.88948 -0.59725
C 4.65014 -1.98024 -1.18258
C 3.23307 -1.46839 -1.48593
N -3.74655 -0.74697 0.20782
C -4.00060 -0.14230 -1.07620
C -2.73127 0.55500 -1.57607
N -2.22653 1.48355 -0.57670
C -2.98103 2.72766 -0.53293
C -2.44735 3.59810 0.60524
O -1.08079 3.88064 0.43546
C -0.33964 2.68612 0.37918
C -0.81676 1.79155 -0.76579
H -4.03606 -2.44123 2.51414
H -2.85908 -3.51861 1.73365
H -1.43614 -2.89897 0.00822
H 0.68887 -2.54159 -1.07907
H -0.37436 -0.05345 3.03374
H 5.39717 1.07676 0.31955
H 4.65214 0.94468 -1.27839
H 6.39314 -0.68423 -1.27461
H 5.98966 -1.24022 0.34324
H 4.56257 -2.80487 -0.47313
H 5.07960 -2.38345 -2.10034
H 3.28376 -0.74114 -2.30144
H 2.61019 -2.29920 -1.81134
H -3.28852 -0.14524 0.87878
H -4.82742 0.56829 -0.98733
H -4.29387 -0.93786 -1.76426
H -2.93738 1.04923 -2.53972
H -1.96223 -0.20492 -1.73791
H -4.03455 2.50981 -0.35379
H -2.89046 3.28119 -1.48424
H -2.96138 4.56041 0.62669
H -2.60545 3.07688 1.56205
H 0.70287 2.97455 0.23642
H -0.43871 2.13950 1.32807
H -0.24714 0.85972 -0.76218
H -0.64456 2.31166 -1.72432
*
```

=====

An isolated molecule of C21H26N2O5S. Source: the Open Molecules 2025 dataset; level of theory: ωB97M-V/def2-TZVPD.

Calculated values
energy relative to the best compared isomer or geometry (same formula, charge and spin)	3.002	eV
HOMO energy	-0.3112	Ha
energy	-1699.71323	hartree
SMILES	COc1ccc(OCC(=O)Nc2ccc(S(=O)(=O)N3CCCCCC3)cc2)cc1
E_LUMO	0.015	Ha

The geometry in ORCA input format:
```
! wB97M-V def2-TZVPD RIJCOSX def2/J DEFGRID3
* xyz 0 1
C -3.68998 -3.65645 -0.56767
O -4.13887 -2.91375 0.53944
C -4.08486 -1.55389 0.47540
C -4.55138 -0.87047 1.60149
C -4.53319 0.50361 1.64342
C -4.04828 1.23656 0.56008
O -4.04502 2.60645 0.71830
C -3.65423 3.39837 -0.37609
C -2.16623 3.27893 -0.73386
O -1.75281 3.53733 -1.84014
N -1.42106 2.87101 0.32623
C -0.07150 2.52830 0.37056
C 0.79511 2.76111 -0.69674
C 2.11639 2.36375 -0.60094
C 2.57171 1.74339 0.54716
S 4.26254 1.14526 0.62864
O 4.68140 1.21455 1.99853
O 5.02906 1.82571 -0.37275
N 4.21508 -0.45654 0.21298
C 3.77304 -1.40325 1.20125
C 2.35264 -1.94345 1.00023
C 2.26407 -2.90253 -0.18846
C 2.01726 -2.22643 -1.54172
C 2.71434 -0.87603 -1.73734
C 4.14286 -0.79806 -1.18433
C 1.72825 1.53490 1.62251
C 0.40626 1.92560 1.53606
C -3.58677 0.56535 -0.55997
C -3.60654 -0.82198 -0.60206
H -3.82997 -4.70168 -0.29696
H -4.27550 -3.43470 -1.46567
H -2.62933 -3.47512 -0.77101
H -4.92499 -1.44546 2.43321
H -4.89326 1.03699 2.50869
H -3.85111 4.43201 -0.07348
H -4.24845 3.18427 -1.27236
H -1.94015 2.69812 1.18026
H 0.42643 3.24033 -1.58817
H 2.81143 2.53425 -1.40768
H 4.47406 -2.24796 1.21053
H 3.85859 -0.88715 2.15823
H 2.08131 -2.48297 1.91017
H 1.64751 -1.11971 0.87994
H 3.19075 -3.47831 -0.23236
H 1.45524 -3.61669 -0.01749
H 2.33954 -2.91466 -2.32625
H 0.94436 -2.06677 -1.67428
H 2.74244 -0.66129 -2.80727
H 2.12553 -0.08700 -1.26791
H 4.66746 -1.74523 -1.34242
H 4.69323 -0.00774 -1.69731
H 2.12091 1.07998 2.51760
H -0.26436 1.76188 2.36750
H -3.20122 1.09790 -1.41528
H -3.23971 -1.31062 -1.49041
*
```

=====

An isolated molecule of C21H26N2O5S. Source: the Open Molecules 2025 dataset; level of theory: ωB97M-V/def2-TZVPD.

Calculated values
energy relative to the best compared isomer or geometry (same formula, charge and spin)	3.061	eV
HOMO energy	-0.2786	Ha
energy	-1699.71107	hartree
SMILES	COc1ccc(NC(=O)[C@@H]2CCCN(S(=O)(=O)c3ccc(C)cc3)C2)cc1OC
E_LUMO	0.025	Ha

The geometry in ORCA input format:
```
! wB97M-V def2-TZVPD RIJCOSX def2/J DEFGRID3
* xyz 0 1
C -5.55627 2.71496 2.65113
O -4.38015 3.00551 1.94132
C -3.76729 1.98962 1.26643
C -4.21688 0.68249 1.20683
C -3.51600 -0.27806 0.49249
C -2.35267 0.05919 -0.17913
N -1.68875 -0.94451 -0.89734
C -0.45131 -0.90119 -1.43574
O 0.22446 0.10571 -1.54731
C 0.06931 -2.19941 -2.06940
C -0.66106 -3.51563 -1.78977
C -0.41185 -4.01266 -0.36531
C 1.09401 -4.12629 -0.12154
N 1.76976 -2.86512 -0.35955
S 1.56940 -1.80673 0.94405
O 2.15604 -2.48384 2.06482
O 0.19933 -1.39211 1.10199
C 2.58344 -0.40867 0.50822
C 2.05188 0.86400 0.57844
C 2.85430 1.94511 0.26397
C 4.18163 1.76004 -0.11326
C 5.03590 2.94431 -0.44596
C 4.69588 0.46865 -0.16339
C 3.90015 -0.61974 0.14963
C 1.55432 -2.34540 -1.68720
C -1.89398 1.37426 -0.13662
C -2.58038 2.33453 0.58321
O -2.19588 3.63627 0.69079
C -0.99541 4.02517 0.07092
H -5.38302 1.96835 3.43375
H -5.86057 3.65358 3.11190
H -6.35402 2.36437 1.98687
H -5.11791 0.38929 1.72110
H -3.88317 -1.29384 0.47144
H -2.10970 -1.85445 -0.78579
H 0.03466 -2.00140 -3.14918
H -1.73109 -3.42685 -1.99577
H -0.26787 -4.26141 -2.48847
H -0.88234 -4.98683 -0.21966
H -0.81933 -3.31363 0.36567
H 1.30383 -4.39893 0.91322
H 1.53705 -4.87557 -0.78698
H 1.02046 0.97707 0.86979
H 2.45299 2.94717 0.30788
H 5.17408 3.56645 0.43752
H 6.01285 2.63422 -0.80646
H 4.55689 3.55483 -1.20924
H 5.72613 0.31445 -0.44927
H 4.28052 -1.62845 0.12018
H 2.03599 -1.36781 -1.75160
H 2.04896 -3.02986 -2.38552
H -0.99095 1.61634 -0.66716
H -0.87077 5.08005 0.31213
H -1.04342 3.90411 -1.01624
H -0.14218 3.45830 0.45717
*
```

=====

Ordered gap between HOMO and LUMO results: 9.15, 8.54, 8.88, 8.26; unit eV.
Ordered F_max results: 1.03, 0.92, 1.08, 1.11; unit eV Å⁻¹.